ORCA calculation (ωB97M-V/def2-TZVPD) on a 2-piece molecular cluster, C3H3N3O overall.

The charge is 0. The HOMO-LUMO gap comes out at 0.28865 hartree. Its SMILES is N#CC(=O)C#N.N. The calculation puts the max |F| at 2.1 eV/A. As for the total energy: -355.54175 Ha.

Positions of all 10 atoms, in Å:
N -2.13 -2.08 0.49
C -2.78 -1.14 0.39
C -3.35 0.07 -0.20
O -4.20 -0.01 -1.06
C -2.93 1.33 0.33
N -2.57 2.40 0.50
N -0.02 0.21 0.72
H -0.60 0.60 1.48
H 0.92 0.13 1.17
H -0.55 -0.58 0.35